Arrangement A

Here is a 2-piece molecular cluster, C3H6IN2 overall from the OMol25 dataset. Energies are from ωB97M-V/def2-TZVPD.

## Properties
HOMO level, eV: -11.345
Total charge: +1

Last column: Mulliken charge in e.
Positions of all 12 atoms, in Å:
C -0.14179 -2.37305 1.06729  -0.3028
C -0.43858 -3.48090 -1.08708  -0.4127
C 1.02046 0.99665 0.42479  -0.1323
N -0.38926 -3.07160 0.14470  0.0038
N 0.76448 0.64579 -0.82899  -0.2686
I -0.07071 1.67167 1.94880  0.4423
H 0.15720 -2.80300 2.10256  0.2229
H 0.33447 -3.23368 -1.80032  0.2450
H -1.30545 -3.79180 -1.56722  0.2742
H 2.13595 1.10936 0.64289  0.3272
H -0.23863 0.48482 -1.24006  0.3027
H 1.55541 0.41577 -1.49665  0.2981



Arrangement B

Here is an isolated ion of composition C3H6IN2 and charge +1 from the OMol25 dataset. Energies are from ωB97M-V/def2-TZVPD.

## Properties
HOMO level, eV: -13.456
Total charge: +1

Last column: Mulliken charge in e.
Positions of all 12 atoms, in Å:
C -1.70884 -0.55320 -0.01187  -0.8379
C 1.35271 0.55266 0.09648  0.4803
C -0.30438 -1.31759 -0.05065  -0.3328
N 0.95192 -0.56984 0.10735  -0.0512
N 2.09678 1.64631 0.08740  -0.3431
I -1.70047 1.52435 -0.30316  0.1540
H -2.09656 -0.75658 1.00974  0.3602
H -2.50076 -0.92519 -0.67193  0.4229
H -0.32506 -1.76225 -1.02175  0.2547
H -0.45292 -2.10442 0.67876  0.3404
H 2.55705 2.17350 0.84778  0.2800
H 2.13055 2.09224 -0.76815  0.2724



arrangement B ends up most stable, edging out the next structure by 0.0994 hartree.



Arrangement A

Here is one molecule with the formula C5H6S from the OMol25 dataset. Energies are from ωB97M-V/def2-TZVPD.

## Properties
HOMO level, eV: -8.949
Total charge: 0

Last column: Mulliken charge in e.
Positions of all 12 atoms, in Å:
C -1.88436 -0.60445 0.10037  -1.0365
C -0.67158 0.23573 -0.55585  -0.1063
C 0.53383 0.46717 0.46790  -0.3562
C 1.88284 0.28588 0.07037  -0.6661
C 3.02530 0.01419 -0.17232  0.2247
H -1.57959 -1.06967 1.01660  0.3596
H -2.65814 0.09584 0.19654  0.2944
H -2.25657 -1.35956 -0.69969  0.2758
H -0.47554 -0.02689 -1.62328  0.4189
H 0.31710 0.20456 1.57488  0.3069
H 4.06025 -0.14840 -0.33727  0.4487
S -0.29353 1.90559 -0.03826  -0.1641



Arrangement B

Here is one molecule with the formula C5H6S from the OMol25 dataset. Energies are from ωB97M-V/def2-TZVPD.

## Properties
HOMO level, eV: -9.484
Total charge: 0

Last column: Mulliken charge in e.
Positions of all 12 atoms, in Å:
C -0.21645 -0.16239 0.21015  0.2998
C -0.35544 1.23596 -0.39514  -0.2636
C -1.09941 2.14966 0.26276  -0.8626
C 1.06390 -0.23776 0.96211  -0.5778
C 1.99655 -0.34237 1.72944  0.0836
H -0.29552 -0.43419 -2.08758  0.1414
H -1.13858 -0.08594 0.98695  0.2611
H -0.18462 1.42399 -1.41994  0.3000
H -1.44039 3.16763 -0.08247  0.2459
H -1.42341 2.13422 1.37667  0.2003
H 2.80046 -0.76787 2.40711  0.3744
S -0.41580 -1.33103 -1.11229  -0.2025



arrangement A ends up most stable, edging out the next structure by 0.0280 hartree.